No. 1
A structure of composition C39H33AsBrF6N5O5SSeW. Source: OMol25; level of theory: ωB97M-V with the def2-TZVPD basis set.

Element x y z (Å)
W 0.51157 0.10706 0.00922
C -3.26918 -2.22896 -0.72034
C -1.99202 -1.81398 -0.32988
N -1.43588 -0.69137 -0.76639
C -2.16228 0.09685 -1.59615
C -3.46010 -0.22686 -2.01184
C -4.00924 -1.44473 -1.55759
C -4.15668 0.68690 -2.84118
C -3.58016 1.88645 -3.20113
C -2.29121 2.21367 -2.79814
C -1.53643 1.30814 -2.03102
N -0.28730 1.48165 -1.57322
C 0.50359 2.56162 -1.92714
C 0.55984 3.19205 -3.15330
C 1.37056 4.32743 -3.31326
C 2.10566 4.82646 -2.27037
C 2.11830 4.16420 -1.01943
C 2.89060 4.56313 0.09216
C 2.87905 3.79489 1.22049
C 2.11766 2.61700 1.24911
N 1.36441 2.23837 0.23892
C 1.34551 3.00598 -0.87639
H -3.64953 -3.15979 -0.32640
H -1.41799 -2.41216 0.36031
H -5.00567 -1.73302 -1.86707
H -5.16128 0.44302 -3.16087
H -4.14007 2.59674 -3.79369
H -1.88742 3.18479 -3.03954
H 0.01854 2.79684 -4.00169
H 1.41197 4.80774 -4.28090
H 2.71157 5.71329 -2.40247
H 3.48535 5.46574 0.03620
H 3.46733 4.05903 2.08755
H 2.15044 1.94983 2.09938
O 0.11318 -1.24011 7.49734
C 0.04350 -1.08495 6.15946
C 0.17027 0.14816 5.52593
C 0.09778 0.18162 4.14698
N -0.09263 -0.89754 3.38720
C -0.22792 -2.04056 4.02171
Br -0.54689 -3.57473 2.94037
C -0.16818 -2.21989 5.39087
H 0.27315 -0.39271 7.92806
H 0.31863 1.05864 6.09104
H 0.19983 1.12517 3.61901
H -0.28083 -3.18927 5.85165
C -0.17268 3.74590 7.55170
C -0.45289 4.22893 6.15677
C -1.68807 4.79523 5.83758
C -1.96590 5.22216 4.55218
C -0.99753 5.07993 3.56664
C 0.23711 4.52747 3.85897
C 0.50464 4.11017 5.15445
S -1.35977 5.60430 1.92241
O -1.83543 6.95308 1.93667
O -0.23150 5.23185 1.10804
N -2.66913 4.68786 1.52218
C -2.44937 3.33961 0.99544
C -2.63186 2.25887 2.06215
C -2.03470 0.93023 1.65259
O -2.56916 -0.13164 1.83581
O -0.81837 1.07855 1.10798
H -0.74090 4.31194 8.28800
H 0.88568 3.83065 7.79736
H -0.46365 2.69709 7.66016
H -2.43775 4.90977 6.61043
H -2.92288 5.66815 4.31566
H 0.98148 4.44537 3.08017
H 1.48105 3.70263 5.39091
H -3.35704 5.26748 1.06215
H -1.45049 3.27810 0.56464
H -3.16133 3.18289 0.18295
H -3.68422 2.10591 2.29363
H -2.13754 2.56008 2.99073
F 0.50086 -1.69834 0.40026
As 4.00118 -1.87926 -0.40049
F 5.26591 -2.99783 -0.07116
F 1.88261 -0.03130 1.32121
F 4.95214 -0.49519 -0.02237
F 1.96292 0.24923 -1.19252
F 4.27899 -1.81939 -2.09960
Se 0.39351 -1.66888 -3.17109
C 0.01279 -3.48409 -2.92215
C -0.68380 -4.20636 -3.89925
C -0.97785 -5.54234 -3.69491
C -0.56970 -6.17363 -2.52500
C 0.12591 -5.46661 -1.54995
C 0.41142 -4.12649 -1.74019
H -0.98072 -3.70966 -4.81342
H -1.51761 -6.09811 -4.44992
H -0.78911 -7.22244 -2.37454
H 0.44339 -5.96263 -0.64222
H 0.93143 -3.55834 -0.98109

Values from the calculation:
- Highest occupied orbital energy (alpha / beta): -10.61 / -10.83 eV
- Relative energy (zero: lowest compared OMol25 entry of this formula, charge and spin): 4.1 kcal per mole
- Multiplicity: 4
- Energy: -283860.5418 eV
- Net charge: +1

=====

No. 2
A structure of composition C39H33AsCl3F10N6O9SSi2TeTi. Source: OMol25; level of theory: ωB97M-V with the def2-TZVPD basis set.

Element x y z (Å)
Ti -0.50646 -0.65809 -0.24412
C -7.21090 -2.14680 2.10526
C -6.16113 -1.14631 1.72655
C -6.26120 -0.43874 0.53158
C -5.27725 0.46056 0.15400
C -4.19776 0.66412 0.99401
C -4.07612 -0.02690 2.19316
C -5.05130 -0.93666 2.54400
S -3.04801 1.92630 0.64210
O -3.37612 2.52920 -0.62339
O -2.98482 2.78642 1.80276
N -1.62426 1.12526 0.52315
C -0.48471 1.75575 0.89286
C -0.22583 3.09942 1.24690
C 1.07188 3.45098 1.52639
C 2.11559 2.52000 1.44766
C 1.79801 1.23618 1.07032
N 0.53751 0.87706 0.82352
H -7.08241 -3.06239 1.52359
H -8.21186 -1.76882 1.89492
H -7.14845 -2.40708 3.16182
H -7.10851 -0.60775 -0.12198
H -5.34161 1.00258 -0.77919
H -3.21782 0.14354 2.82942
H -4.95487 -1.49908 3.46546
H -1.03281 3.81154 1.30215
H 1.28733 4.47547 1.80848
H 3.13803 2.78931 1.67152
H 2.53955 0.45826 0.95904
O -1.05864 0.18678 -6.32821
C -0.97366 0.01361 -5.14672
C -1.66189 -1.10575 -4.32861
O -2.35286 -1.97801 -4.77442
C -1.23390 -0.82367 -2.94381
C -0.41546 0.28093 -2.89010
O 0.05105 0.58556 -1.71094
C -0.15365 0.85797 -4.17072
O 0.56590 1.81001 -4.46350
O -1.44006 -1.41830 -1.81869
F 2.80795 -0.48250 -1.24642
As 3.16410 -1.62401 -2.54912
F 3.61953 -2.80684 -1.38770
F 4.79835 -0.98861 -2.55942
F 3.53841 -2.66634 -3.86251
F 2.72181 -0.34518 -3.67599
F 1.51676 -2.13692 -2.51876
F -4.19236 -2.30554 -1.44899
C -4.98965 -3.26719 -0.96289
C -6.21861 -3.45480 -1.56332
F -6.51918 -2.65795 -2.60351
C -7.13666 -4.43548 -1.15441
C -6.64418 -5.24215 -0.11533
C -5.41448 -5.05289 0.47967
F -5.10129 -5.86017 1.50806
C -4.52839 -4.04712 0.09217
C -3.21095 -3.84982 0.71500
C -2.48625 -2.70725 0.68497
N -1.87610 -1.69420 0.78940
C -2.54818 -4.89671 1.42840
N -2.02079 -5.72220 2.03560
F -7.42043 -6.21483 0.39563
C -8.45500 -4.57177 -1.72033
C -9.08599 -3.51228 -2.41087
N -9.65541 -2.66053 -2.95120
C -9.24778 -5.73066 -1.56204
N -9.93463 -6.65532 -1.44089
C 5.47476 1.15170 -0.25284
Si 5.73000 2.37797 -1.64425
C 7.36268 2.08926 -2.51140
C 5.67724 4.12769 -0.96209
C 4.39800 2.17717 -2.97318
Te 2.42051 2.31939 -2.26719
C 2.32252 4.42362 -2.49734
Si 1.53786 5.11377 -4.08400
C 1.95196 6.94751 -4.06928
C 2.33759 4.31305 -5.56755
C -0.30968 4.90217 -4.02424
H 5.34151 1.65484 0.70771
H 6.33610 0.48631 -0.16652
H 4.60903 0.51496 -0.43980
H 8.20070 2.20688 -1.82010
H 7.50461 2.78798 -3.33886
H 7.39433 1.07412 -2.91256
H 6.47801 4.26521 -0.23075
H 4.73213 4.32666 -0.44969
H 5.80767 4.88081 -1.74306
H 4.47760 1.16858 -3.38192
H 4.50965 2.90215 -3.78248
H 3.35061 4.78383 -2.42264
H 1.76971 4.79586 -1.63018
H 3.03127 7.11606 -4.08685
H 1.54643 7.43809 -3.18150
H 1.52284 7.44026 -4.94540
H 3.42008 4.46838 -5.56342
H 1.94688 4.74816 -6.49068
H 2.12794 3.24284 -5.59613
H -0.73778 5.44406 -3.17763
H -0.58673 3.85210 -3.94076
H -0.76634 5.29333 -4.93664
Cl 3.37205 -1.92033 1.90010
C 1.78954 -2.58948 2.34973
Cl 2.02688 -4.01027 3.35664
Cl 0.84715 -1.38422 3.24979
C 1.02466 -2.97219 1.04301
O 0.77930 -4.10933 0.79283
O 0.70442 -1.93713 0.30117

Values from the calculation:
- Highest occupied orbital energy (alpha / beta): -2.27 / -2.27 eV
- Relative energy (zero: lowest compared OMol25 entry of this formula, charge and spin): 0.0 kcal per mole
- Multiplicity: 2
- Energy: -250936.3012 eV
- Net charge: -2

=====

No. 3
A structure of composition C39H33Br2O2P2Pt. Source: OMol25; level of theory: ωB97M-V with the def2-TZVPD basis set.

Element x y z (Å)
Pt -0.89584 0.53236 0.79140
O -0.01737 0.78826 -2.27614
C -1.09166 0.04547 -2.75587
C -1.56839 0.33706 -4.02063
C -2.56586 -0.45072 -4.57609
C -3.06329 -1.53117 -3.86614
C -2.57185 -1.81765 -2.60040
C -1.58087 -1.03527 -2.01509
P -0.85980 -1.32915 -0.35147
C -1.03049 -3.05957 0.22718
C 0.08077 -3.67678 0.79976
C -0.00315 -4.96840 1.29977
C -1.19620 -5.66869 1.21423
C -2.31300 -5.06037 0.65727
C -2.23658 -3.75934 0.18824
C -2.64002 -0.78521 0.72891
C -3.65717 -0.04008 0.11351
C -4.90231 0.09880 0.71181
C -5.14447 -0.49301 1.94281
C -4.14745 -1.22137 2.57857
C -2.90588 -1.35859 1.97980
C -0.23741 1.88090 -1.46814
C -1.05112 2.92700 -1.81426
C -1.12861 4.06094 -0.99843
C -0.34675 4.14995 0.15601
C 0.47545 3.12017 0.53949
C 0.49229 1.87658 -0.20619
P 1.95045 0.86766 -0.13807
C 3.21748 1.61216 -1.16088
C 3.86649 2.74956 -0.67971
C 4.74596 3.43949 -1.49683
C 4.97263 2.99972 -2.79461
C 4.32009 1.87480 -3.27800
C 3.43692 1.17877 -2.46622
C 2.63550 0.68250 1.49198
C 1.96616 0.94738 2.67553
C 2.61134 0.76249 3.88908
C 3.91509 0.29012 3.92210
C 4.58565 0.00960 2.74042
C 3.95393 0.21529 1.52664
H -1.13514 1.16530 -4.56601
H -2.93957 -0.22777 -5.56643
H -3.83054 -2.16014 -4.29673
H -2.96534 -2.67245 -2.07170
H 1.02054 -3.14137 0.86336
H 0.86649 -5.42596 1.75250
H -1.25975 -6.68095 1.59100
H -3.25324 -5.59315 0.60417
H -3.13670 -3.28010 -0.17000
H -3.47652 0.42089 -0.85178
H -5.67925 0.66890 0.21874
H -6.11443 -0.38709 2.41164
H -4.34102 -1.67912 3.54038
H -2.13009 -1.93096 2.47653
H -1.61850 2.87346 -2.73460
H -1.77004 4.88090 -1.28854
H -0.38207 5.04472 0.76386
H 1.09303 3.21655 1.42300
H 3.69119 3.09136 0.33436
H 5.25663 4.31650 -1.12288
H 5.66247 3.53715 -3.43177
H 4.49930 1.53756 -4.29017
H 2.92297 0.30442 -2.84112
H 0.94545 1.29219 2.67125
H 2.09295 0.99179 4.81080
H 4.41130 0.14403 4.87262
H 5.60238 -0.35846 2.76321
H 4.48284 0.01545 0.60249
Br -0.05983 3.65512 4.39959
C -1.37588 2.26264 4.29799
Br -2.24840 2.17407 2.57824
H -2.14839 2.47179 5.02595
H -0.90272 1.30477 4.47320
C 1.27832 -2.53779 -1.96818
C 0.87076 -1.53617 -0.94989
O 1.84225 -0.56325 -0.81584
H 0.51840 -3.31071 -2.07251
H 2.22560 -3.01639 -1.70213
H 1.41387 -2.05940 -2.94596

Values from the calculation:
- Highest occupied orbital energy (alpha / beta): -8.08 / -10.80 eV
- Relative energy (zero: lowest compared OMol25 entry of this formula, charge and spin): 40.4 kcal per mole
- Multiplicity: 3
- Energy: -206974.8096 eV
- Net charge: +1

=====

No. 4
A structure of composition C39H33BrN6O3PZn. Source: OMol25; level of theory: ωB97M-V with the def2-TZVPD basis set.

Element x y z (Å)
Zn -2.96792 0.25392 -0.54040
Br -1.48568 -0.68932 6.57488
C -2.16399 -0.67269 4.80536
C -3.52332 -0.81023 4.57561
C -3.98196 -0.77967 3.27628
C -3.13236 -0.60990 2.16550
O -3.71305 -0.53409 0.98521
C -1.74078 -0.50726 2.41167
C -0.61210 -0.44532 1.40829
N -0.74734 -0.40196 -0.70169
C -0.44301 -0.44882 -2.09398
C 0.81450 -0.46809 -2.63627
C 1.01495 -0.62511 -4.02607
C -0.04123 -0.78126 -4.86940
C -1.36114 -0.74035 -4.36130
C -2.49998 -0.87687 -5.18562
C -3.74787 -0.78206 -4.64417
C -3.86248 -0.51865 -3.27058
N -2.82366 -0.40951 -2.47505
C -1.56407 -0.54156 -2.98122
C -1.30001 -0.53570 3.74192
H -4.21019 -0.94046 5.40100
H -5.03878 -0.89094 3.06614
H 0.29532 -0.45634 2.00502
H 1.68288 -0.38510 -2.00548
H 2.02589 -0.64232 -4.41024
H 0.10997 -0.92969 -5.93115
H -2.36418 -1.04891 -6.24638
H -4.63883 -0.88091 -5.24685
H -4.83198 -0.37081 -2.81206
H -0.23918 -0.45784 3.94627
C 10.47883 0.48153 0.66924
O 9.68571 -0.69800 0.67103
C 8.35009 -0.56597 0.59547
C 7.68448 0.65432 0.50484
C 6.30011 0.67085 0.43357
C 5.56371 -0.50715 0.45097
C 6.24699 -1.72696 0.53972
C 7.61686 -1.75823 0.61107
C 4.10744 -0.52104 0.38170
N 3.36745 -1.57569 0.31340
C 2.03774 -1.14474 0.29231
C 2.02728 0.33995 0.33697
N 3.36247 0.65360 0.38515
C 0.97601 1.20664 0.28007
C 1.14728 2.62949 0.27829
C 0.09040 3.46403 0.24952
C -1.23108 2.88992 0.14810
N -1.49171 1.63849 0.17277
C -0.43011 0.65267 0.29399
C -0.46199 -1.50719 0.25399
N -1.49716 -2.49742 0.17542
C -1.18635 -3.72907 0.13304
C 0.17794 -4.26352 0.11865
C 1.21570 -3.42039 0.12966
C 0.98109 -1.99456 0.20221
H 11.50868 0.14824 0.74344
H 10.23918 1.11643 1.52462
H 10.34397 1.04296 -0.25755
H 8.22883 1.58629 0.48719
H 5.81168 1.63453 0.35393
H 5.67313 -2.64343 0.55484
H 8.15640 -2.69279 0.68300
H 3.74149 1.57264 0.51640
H 2.14923 3.04298 0.29056
H 0.20148 4.53753 0.24164
H -2.07700 3.55612 -0.00347
H -2.01081 -4.43656 0.07838
H 0.31375 -5.33501 0.07234
H 2.24274 -3.75636 0.09569
C -6.64703 0.67046 0.49983
P -5.51900 1.99252 0.07318
C -6.48258 3.35791 -0.57292
C -4.80212 2.54722 1.61980
O -4.50814 1.54106 -0.96520
H -7.10751 0.28512 -0.41034
H -7.42414 1.01870 1.18075
H -6.06232 -0.12083 0.97178
H -7.22611 3.68194 0.15544
H -6.98511 3.04290 -1.48701
H -5.81889 4.19044 -0.80609
H -5.58875 2.89227 2.29149
H -4.10798 3.36751 1.43877
H -4.27065 1.71545 2.08312

Values from the calculation:
- Highest occupied orbital energy (alpha / beta): -9.40 / -9.40 eV
- Relative energy (zero: lowest compared OMol25 entry of this formula, charge and spin): 71.7 kcal per mole
- Energy: -183808.4852 eV
- Net charge: +1